Record 1
{"formula": "C7H19NO3", "method": "ωB97M-V/def2-TZVPD", "symbols": ["C", "C", "C", "C", "C", "C", "C", "N", "H", "H", "H", "H", "H", "H", "H", "H", "H", "H", "H", "H", "H", "H", "H", "O", "H", "H", "O", "H", "H", "O"], "xyz": [[1.472820, 2.687100, 0.028990], [1.928890, 1.510882, 0.917142], [0.905426, 0.389523, 0.855024], [0.890588, -0.519247, -0.107826], [-0.136483, -1.554824, -0.187617], [-0.657848, -2.164127, 0.859871], [-1.736488, -3.190887, 0.722921], [0.025451, 2.967022, 0.046614], [1.747094, 2.488278, -1.029182], [2.015661, 3.612847, 0.353448], [2.902081, 1.188666, 0.596780], [2.059237, 1.850193, 2.006046], [0.172965, 0.400913, 1.677286], [1.586372, -0.556017, -0.916051], [-0.460192, -1.792000, -1.246341], [-0.358107, -1.956134, 1.890560], [-2.711621, -2.742401, 0.577022], [-1.804309, -3.846360, 1.607188], [-1.552853, -3.835834, -0.148702], [-0.368427, 2.260603, -0.499900], [-0.356810, 2.987942, 1.012905], [1.148069, -1.204950, -3.571432], [1.073705, 0.207601, -4.220903], [1.076739, -0.309255, -3.392303], [-1.368261, 0.624315, 3.944740], [-2.095429, -0.080664, 2.786102], [-1.641016, 0.752973, 3.022409], [-0.577738, -0.276345, -2.901461], [-1.656058, 0.367789, -1.982413], [-1.523470, -0.267612, -2.700916]], "forces_ev_per_a": [[0.0129, 1.3134, -0.1283], [-0.7090, -0.0100, 1.6790], [1.3448, 2.6597, 2.7819], [-1.6835, -3.4988, -1.4747], [2.0268, 2.5330, -3.4393], [-2.3476, -1.7274, 2.4667], [0.8170, -0.9547, 0.2624], [1.3761, 0.9328, 1.6008], [-0.0888, 0.1095, 0.6521], [-0.3159, -0.8796, -0.3420], [0.4797, -0.3865, -0.3370], [-0.4525, -0.4361, -1.5006], [0.0432, -0.1897, -0.5604], [0.4314, 0.5926, -0.5453], [0.3903, -0.1491, 1.4017], [0.2312, 0.2444, -0.3816], [-0.2843, 0.3782, -0.0709], [0.0467, 0.3874, -0.3064], [-0.1038, 0.2674, 0.1232], [-1.4495, -1.0721, -0.6928], [0.2263, -0.1253, -1.1114], [0.4072, -2.6388, -1.1015], [0.1051, -0.6486, 0.4184], [-0.0895, 3.1395, 0.4947], [-0.1872, 0.1315, -0.2342], [0.1385, 0.7371, 0.2966], [0.0536, -0.8933, -0.0452], [0.1480, 0.3717, -0.0810], [0.0135, -0.1147, -0.4089], [-0.5807, -0.0734, 0.5842]], "e_above_lowest_kj_mol": 59.9, "total_charge": 1, "orbital_gap_ha": [0.319, 0.183], "multiplicity": 2, "lumo_energy_ha": [-0.1484, -0.2829], "energy_ev": -15190.1589, "e_homo_ev": [-12.7, -12.7]}



Record 2
{"formula": "C5H9NO2", "method": "ωB97M-V/def2-TZVPD", "symbols": ["C", "C", "C", "C", "C", "N", "O", "O", "H", "H", "H", "H", "H", "H", "H", "H", "H"], "xyz": [[0.999360, 1.761089, -0.965213], [0.347007, 2.718059, -0.402559], [-0.154271, -0.972277, 0.427509], [1.297506, -1.383262, 0.373681], [-1.065720, -1.578580, -0.607140], [-0.507580, -0.055971, 1.234767], [1.681308, 1.030127, -1.474691], [-1.835639, 0.419009, 1.192167], [0.821516, 3.691130, -0.497310], [-0.321890, 2.478742, 0.386866], [1.699416, -0.740155, 1.100867], [1.678371, -1.010125, -0.468842], [1.394444, -2.504860, 0.416247], [-1.708519, -2.329809, -0.169692], [-0.634170, -1.957266, -1.417509], [-1.810354, -0.768697, -1.002294], [-1.880786, 1.202847, 1.873146]], "forces_ev_per_a": [[-1.1202, 2.1752, 1.3442], [-0.2466, 1.1890, 0.5516], [-1.2119, -0.2315, -1.4273], [-2.8611, -1.7115, 2.6199], [-3.7467, 3.4247, 2.5246], [0.7769, 0.7365, 1.0369], [2.2705, -3.1230, -2.2287], [-0.0117, 1.2169, 1.0203], [-0.3574, -0.0682, -0.0406], [-0.5341, 0.0349, 0.2748], [1.3341, -0.1371, 1.6665], [1.4467, 0.9031, -3.7612], [0.2512, 1.3160, 0.3869], [-0.1535, -0.3076, 0.2373], [2.3218, -1.6433, -3.1488], [1.2610, -1.2791, 0.8141], [0.5809, -2.4951, -1.8705]], "e_above_lowest_kj_mol": 410.0, "smiles": "CC(C)=NO.C=C=O", "orbital_gap_ha": 0.366, "multiplicity": 1, "lumo_energy_ha": 0.0299, "energy_ev": -10912.3262, "e_homo_ev": -9.2}



Record 3
{"formula": "C34H44BN8O3PSe2Sr", "method": "ωB97M-V/def2-TZVPD", "symbols": ["Sr", "N", "C", "C", "O", "N", "C", "C", "O", "O", "H", "H", "H", "H", "H", "H", "C", "C", "C", "C", "C", "C", "N", "N", "B", "N", "C", "C", "C", "N", "C", "C", "C", "N", "C", "C", "C", "N", "C", "C", "C", "H", "H", "H", "H", "H", "H", "H", "H", "H", "H", "H", "H", "H", "H", "H", "H", "H", "H", "H", "H", "H", "H", "H", "H", "H", "H", "H", "H", "Se", "P", "Se", "C", "C", "C", "C", "C", "C", "C", "C", "C", "C", "C", "C", "H", "H", "H", "H", "H", "H", "H", "H", "H", "H"], "xyz": [[0.075214, 0.396431, -0.109838], [-1.660079, 2.188989, -2.220719], [-0.567114, 1.981982, -3.157862], [0.771910, 2.398087, -2.504819], [1.219928, 3.524785, -2.789741], [1.292298, 1.474493, -1.735403], [2.600195, 1.748746, -1.183994], [2.666792, 1.703399, 0.351852], [3.602853, 2.284653, 0.903560], [1.767208, 1.047105, 0.954781], [-2.553272, 1.959247, -2.647083], [-1.686359, 3.171060, -1.962879], [-0.682053, 2.579023, -4.082113], [-0.546247, 0.927631, -3.428826], [2.982555, 2.720842, -1.522281], [3.294425, 0.966724, -1.529890], [-0.694465, -3.788895, -3.494921], [-0.386868, -2.574920, -2.620148], [0.482128, -1.577990, -3.383375], [-1.639411, -1.915901, -2.126547], [-2.936740, -2.032945, -2.645535], [-3.709953, -1.257519, -1.814234], [-2.919911, -0.713817, -0.877005], [-1.662714, -1.113394, -1.067304], [-3.478205, 0.064492, 0.326733], [-2.949478, 1.491956, 0.472066], [-3.725277, 2.583542, 0.530207], [-2.910508, 3.690883, 0.615515], [-1.608165, 3.167886, 0.606497], [-1.672382, 1.847369, 0.536415], [-0.305905, 3.900649, 0.619296], [0.320796, 3.815785, 2.011380], [-0.472587, 5.354468, 0.176380], [-3.220261, -0.712674, 1.621357], [-4.173596, -1.262149, 2.392314], [-3.568933, -1.813060, 3.497135], [-2.202528, -1.542100, 3.311107], [-2.023808, -0.883182, 2.175677], [-1.068045, -1.914336, 4.211836], [-0.873525, -3.432829, 4.210617], [-1.300528, -1.387282, 5.633036], [0.226547, -4.313255, -3.739179], [-1.161322, -3.475913, -4.426790], [-1.360659, -4.475637, -2.976638], [0.181129, -2.913008, -1.744625], [-0.041204, -1.209897, -4.266223], [1.410523, -2.047556, -3.703679], [0.732284, -0.741029, -2.733654], [-3.273541, -2.593441, -3.494831], [-4.766265, -1.076817, -1.835124], [-4.662899, 0.124012, 0.174035], [-4.794827, 2.509777, 0.506936], [-3.217406, 4.718018, 0.669634], [0.366125, 3.409275, -0.087831], [-0.365844, 4.212170, 2.763264], [1.248997, 4.382744, 2.041087], [0.547988, 2.776673, 2.239173], [-1.046673, 5.924665, 0.908104], [-0.979943, 5.415698, -0.785747], [0.504839, 5.818619, 0.067505], [-5.205393, -1.216642, 2.105231], [-4.043609, -2.326045, 4.312115], [-0.165065, -1.453429, 3.797683], [-0.563996, -3.754213, 3.218009], [-0.107541, -3.720797, 4.930118], [-1.800759, -3.945992, 4.463061], [-2.210851, -1.802893, 6.067133], [-1.398764, -0.303875, 5.619831], [-0.460315, -1.651911, 6.275281], [1.045946, -2.488079, 0.872231], [2.886622, -3.202828, -0.034541], [3.664347, -2.644517, -1.933424], [4.263128, -3.055057, 1.172520], [5.508215, -3.588002, 0.863347], [6.560729, -3.440228, 1.747440], [6.375659, -2.756814, 2.939757], [5.141141, -2.202740, 3.233665], [4.086713, -2.346335, 2.350182], [2.586887, -5.015016, -0.064694], [2.260768, -5.642511, -1.257358], [1.837108, -6.959229, -1.261861], [1.740749, -7.659959, -0.071736], [2.084172, -7.040297, 1.121259], [2.497991, -5.721791, 1.128048], [5.647761, -4.095754, -0.082542], [7.535873, -3.843167, 1.504398], [7.201744, -2.643128, 3.631245], [5.002381, -1.641335, 4.147366], [3.121210, -1.902897, 2.558465], [2.341100, -5.084313, -2.180280], [1.567480, -7.439666, -2.193345], [1.386316, -8.683959, -0.068109], [2.010685, -7.588006, 2.052241], [2.729876, -5.217921, 2.056893]], "forces_ev_per_a": [[-1.9437, -2.7070, -0.2564], [-0.2069, 0.0050, -0.1513], [0.2415, 0.3482, -0.5263], [-0.3531, -0.0311, -0.8697], [0.0022, 0.5164, -0.0628], [0.7013, 0.1992, -0.7623], [0.5053, 0.2693, -0.0760], [1.1856, 0.7104, -0.0632], [0.2048, 0.1769, -0.0027], [1.6972, 0.5794, 1.7878], [0.0900, 0.0177, 0.0852], [-0.1192, -0.0777, 0.0371], [0.1497, -0.1549, 0.1919], [0.0355, -0.0347, 0.0192], [-0.0130, -0.2279, 0.1448], [0.0005, 0.1216, 0.0643], [-0.0167, 0.1709, 0.2917], [0.2447, -0.0510, -0.1233], [-0.0260, -0.1833, 0.1393], [-0.2246, -0.1890, -0.0288], [-0.1254, 0.0396, -0.0376], [-0.1438, -0.0775, -0.2754], [-0.7907, 0.0817, -0.3615], [0.3056, -0.6343, -0.1458], [0.3457, -0.2780, 0.2476], [-0.6784, 0.3253, 0.0061], [-0.0686, 0.2241, -0.0923], [-0.0655, 0.0579, 0.0228], [-0.4279, 0.1629, 0.0645], [-0.2475, 0.7782, 0.7662], [0.0758, 0.1638, 0.2424], [0.0146, -0.0430, -0.1053], [0.0218, -0.2363, -0.0657], [-0.6899, -0.1735, 0.1523], [-0.0910, -0.0641, 0.0970], [-0.0957, -0.0098, -0.0008], [-0.0525, 0.0599, -0.0236], [1.0222, 0.2137, -0.0507], [0.0404, -0.0851, 0.0393], [0.0816, 0.1817, -0.1037], [0.1318, 0.0148, -0.2526], [0.1187, -0.0425, -0.0252], [-0.1251, -0.0046, -0.1819], [-0.0838, -0.1507, -0.0136], [-0.1103, 0.0702, -0.0720], [-0.1427, 0.1258, -0.0773], [0.0472, 0.0148, 0.0562], [0.2057, 0.1604, -0.1980], [-0.0095, -0.1453, -0.1361], [-0.2010, 0.1031, 0.0999], [-0.2552, 0.0846, -0.0346], [-0.1863, -0.0963, -0.0394], [-0.0127, 0.1377, -0.0059], [0.0707, 0.0245, -0.0669], [-0.0439, 0.0354, 0.0253], [0.1400, -0.0106, 0.0406], [0.0986, 0.0034, 0.1474], [-0.0704, 0.0429, 0.0885], [-0.0127, 0.0370, -0.0849], [0.0794, 0.0409, 0.0057], [-0.2071, 0.0175, -0.0785], [-0.0620, -0.0854, 0.1184], [-0.0561, -0.0113, 0.0505], [0.0518, -0.1079, -0.0395], [0.1069, -0.0767, 0.0402], [-0.1192, -0.0338, 0.0899], [-0.0571, -0.0710, 0.0081], [-0.0204, 0.1120, 0.0485], [0.0435, -0.0143, 0.0796], [0.2857, -0.1494, -0.1633], [-0.0509, -0.3249, 0.3016], [-0.0553, 0.2603, -0.1646], [-0.3048, 0.1905, -0.0835], [0.0336, -0.0960, -0.0332], [0.1010, -0.1071, -0.0253], [0.0448, 0.0764, 0.1220], [0.2034, 0.0412, 0.1906], [-0.1353, -0.0449, -0.0176], [-0.1102, 0.1550, -0.0312], [0.1001, 0.0471, -0.0603], [-0.0789, -0.1815, -0.0011], [-0.0383, -0.1273, 0.0117], [0.0027, -0.1437, 0.1545], [0.0659, 0.0275, -0.0316], [0.0001, 0.0029, -0.0329], [0.0214, -0.0560, -0.0239], [0.0229, 0.0296, 0.0121], [-0.0119, 0.0400, 0.0533], [-0.0181, 0.0203, -0.0176], [0.0121, 0.0727, -0.0372], [-0.0119, -0.0036, -0.0686], [0.0305, -0.0263, -0.0038], [-0.0066, -0.0123, 0.0523], [-0.0069, -0.0107, 0.0905]], "e_above_lowest_kj_mol": 189.4, "total_charge": -2, "orbital_gap_ha": 0.244, "multiplicity": 1, "lumo_energy_ha": 0.1546, "energy_ev": -195538.5097, "e_homo_ev": -2.4}



Record 4
{"formula": "C18H17ClIrN2O5S", "method": "ωB97M-V/def2-TZVPD", "symbols": ["Ir", "N", "C", "C", "C", "C", "C", "C", "C", "C", "N", "C", "H", "H", "H", "H", "H", "H", "H", "H", "Cl", "C", "C", "O", "O", "H", "H", "C", "C", "C", "C", "C", "C", "C", "S", "O", "O", "O", "H", "H", "H", "H", "H", "H", "H"], "xyz": [[-0.693567, 0.018717, -0.205390], [0.023940, -0.143623, 1.678157], [0.254778, 1.004777, 2.298710], [0.732208, 1.168306, 3.619493], [0.929653, 2.443207, 4.124705], [0.662213, 3.572770, 3.364371], [0.168515, 3.459360, 2.030708], [-0.152317, 4.547599, 1.193468], [-0.636237, 4.307990, -0.069754], [-0.807875, 2.992859, -0.511784], [-0.507921, 1.965891, 0.271848], [-0.025375, 2.180452, 1.518800], [0.156828, -0.988882, 2.222280], [1.406908, -2.009444, -0.237008], [0.942329, 0.295477, 4.224749], [1.296600, 2.559862, 5.134978], [0.821212, 4.558340, 3.782364], [-0.019891, 5.561207, 1.550379], [-0.894167, 5.118868, -0.735448], [-1.195678, 2.759070, -1.494409], [3.790142, 1.211323, 0.594290], [3.579414, 0.284829, -0.913809], [2.255053, -0.393123, -0.757010], [2.301122, -1.603938, -0.287296], [1.207824, 0.228491, -0.990137], [4.387478, -0.433028, -1.006917], [3.552618, 0.975578, -1.750712], [1.243443, -5.030439, -1.241026], [0.238378, -3.919937, -1.238814], [-0.232345, -3.393397, -2.467080], [-1.180800, -2.407799, -2.515402], [-1.713524, -1.913811, -1.308135], [-1.277703, -2.414459, -0.071351], [-0.284154, -3.418330, -0.061474], [-2.810600, -0.505440, -1.349156], [-2.727557, -0.096949, 0.120635], [-4.073164, -0.646265, -1.944428], [-1.796370, 0.435568, -1.967253], [2.009819, -4.868711, -1.998286], [0.744355, -5.971117, -1.484026], [1.721129, -5.148783, -0.270354], [0.163334, -3.793422, -3.392631], [-1.530407, -2.016126, -3.461990], [-1.833687, -2.194438, 0.831426], [0.005244, -3.861281, 0.884816]], "forces_ev_per_a": [[-0.1816, -0.0548, -0.2529], [0.0780, 0.0721, -0.0552], [0.0233, -0.0479, -0.0433], [-0.0019, 0.0007, 0.0029], [-0.0018, 0.0022, 0.0013], [0.0053, 0.0027, 0.0001], [-0.0072, -0.0106, 0.0005], [0.0026, -0.0007, -0.0023], [0.0026, 0.0022, 0.0025], [-0.0055, -0.0036, 0.0128], [0.0336, -0.0083, -0.0017], [0.0017, -0.0116, -0.0025], [0.0309, -0.0055, -0.0133], [0.0766, -0.0187, 0.0343], [-0.0005, -0.0010, -0.0005], [0.0019, 0.0002, -0.0005], [-0.0017, 0.0006, 0.0006], [0.0004, 0.0003, -0.0008], [-0.0029, 0.0002, 0.0003], [-0.0012, -0.0014, -0.0016], [-0.0001, -0.0017, -0.0082], [0.0099, -0.0045, -0.0910], [-0.1002, -0.0063, 0.2540], [-0.0912, 0.0288, -0.1264], [0.1848, 0.1054, 0.1671], [0.0115, 0.0134, 0.0114], [0.0190, 0.0040, -0.0042], [-0.0036, -0.0060, 0.0129], [0.0106, 0.0049, 0.0159], [-0.0372, -0.0007, -0.0282], [0.0283, -0.0331, -0.0134], [0.0797, 0.0935, 0.1525], [-0.0769, -0.1058, -0.0062], [-0.0393, -0.0501, -0.0005], [0.0032, 0.0280, 0.0246], [-0.0106, -0.0118, -0.0611], [-0.0032, -0.0117, 0.0065], [-0.0705, -0.0012, 0.0123], [0.0039, 0.0051, 0.0002], [-0.0007, 0.0019, -0.0109], [-0.0087, -0.0021, -0.0012], [0.0032, 0.0008, 0.0023], [0.0086, 0.0119, 0.0025], [0.0200, 0.0158, 0.0073], [0.0073, 0.0044, 0.0010]], "e_above_lowest_kj_mol": 5.0, "total_charge": 2, "orbital_gap_ha": [0.296, 0.269], "multiplicity": 2, "lumo_energy_ha": [-0.2589, -0.3269], "energy_ev": -58341.1149, "e_homo_ev": [-15.1, -16.2]}